1.
C28H46AsF5N5O6P2S2Se2SiW | ωB97M-V/def2-TZVPD

Summary:
- HOMO level (alpha / beta) (eV) = -4.94 / -5.12
- M (g mol⁻¹) = 1214.5
- charge = -1
- lowest unoccupied orbital energy (alpha / beta) (eV) = 2.08 / 0.59
- maximum force (eV/A) = 1.0
- calculated total energy (eV) = -304594.907
- multiplicity = 3
- relative energy (zero: lowest compared OMol25 entry of this formula, charge and spin) (kJ/mol) = 256.2

Structure (XYZ):
```
99
Properties=species:S:1:pos:R:3:forces:R:3:mulliken_charge:R:1
W -0.8630 -0.2342 0.4782 0.91 0.14 0.33 -0.12
C 0.6288 -3.6881 2.9368 -0.03 0.00 0.02 -0.76
N 1.6120 -2.6984 2.5658 0.07 -0.02 -0.33 0.34
C 2.8661 -3.2837 2.1117 0.02 -0.02 0.00 -1.02
P 1.2367 -1.2293 1.7790 -0.51 0.57 0.08 -0.45
O -0.2064 -0.8623 2.3576 0.01 -0.32 0.40 -1.00
O 2.8471 -1.4107 -0.6358 -0.07 -0.02 0.09 -0.87
P 2.1854 -0.3438 -1.4330 0.19 0.10 0.05 -1.24
O 1.0156 0.4342 -0.7644 -0.40 0.03 -0.16 1.07
N 3.2608 0.9162 -1.7358 -0.09 -0.08 -0.18 0.42
C 2.8841 2.3086 -1.8413 0.08 0.05 0.03 -0.60
C 4.4778 0.5702 -2.4413 0.00 0.04 0.06 -1.23
N 1.8375 -0.9871 -2.9284 0.03 0.02 0.01 1.26
C 1.7184 -0.2096 -4.1352 0.04 0.02 -0.03 -0.89
C 1.5381 -2.3948 -3.0859 -0.02 0.00 -0.01 -1.11
N 2.3046 -0.1816 2.5783 0.07 -0.10 -0.09 1.07
C 2.3928 -0.3056 4.0209 0.01 -0.04 0.02 -1.02
C 3.5489 0.2589 1.9726 0.00 0.03 0.06 -0.97
H 0.9843 -4.2324 3.8198 -0.01 0.01 0.01 0.37
H 0.4415 -4.4175 2.1395 0.01 0.01 0.00 0.18
H -0.3056 -3.1979 3.1863 -0.03 0.00 -0.01 0.05
H 3.3847 -3.7596 2.9512 -0.02 0.00 0.01 0.34
H 3.5136 -2.5198 1.6818 0.00 0.01 0.00 0.24
H 2.7016 -4.0361 1.3303 0.00 0.01 0.00 0.31
H 1.9509 2.4764 -1.3072 0.01 0.00 0.00 -0.23
H 2.7654 2.6346 -2.8859 0.09 -0.05 0.13 0.28
H 3.6596 2.9378 -1.3890 0.00 -0.01 0.02 0.28
H 4.7393 -0.4660 -2.2319 0.00 0.00 0.00 0.29
H 5.2990 1.2091 -2.1003 0.00 -0.01 0.00 0.37
H 4.3807 0.6975 -3.5295 0.01 0.01 0.01 0.27
H 1.9760 0.8304 -3.9501 0.01 -0.10 0.00 0.13
H 0.6985 -0.2309 -4.5364 -0.01 0.00 0.01 0.19
H 2.3952 -0.5985 -4.9085 -0.01 -0.02 0.01 0.33
H 0.5386 -2.5316 -3.5169 0.03 0.00 0.02 0.31
H 1.5701 -2.8909 -2.1202 0.01 -0.01 -0.02 0.09
H 2.2687 -2.8696 -3.7545 0.00 0.01 -0.01 0.36
H 1.4402 -0.6389 4.4321 0.03 0.00 0.00 0.16
H 2.6349 0.6678 4.4594 -0.01 0.02 -0.02 0.33
H 3.1672 -1.0222 4.3279 0.00 -0.01 -0.01 0.29
H 3.4518 0.3340 0.8964 -0.02 0.00 -0.08 0.20
H 4.3781 -0.4297 2.1936 -0.01 0.00 -0.01 0.29
H 3.8212 1.2404 2.3734 0.01 -0.05 -0.02 0.45
O -2.4159 -1.1627 -0.4967 -0.05 -0.15 -0.01 -0.42
C -1.6141 -2.1401 -0.9986 -0.05 -0.24 -0.07 1.63
O -0.3799 -1.5637 -0.9998 -0.06 -0.35 0.36 -0.44
C -2.0131 -2.7487 -2.3200 0.03 0.15 -0.08 -1.71
C -2.6237 -1.9892 -3.3044 0.03 0.00 -0.03 -0.16
C -2.8500 -2.5401 -4.5584 0.01 0.00 0.02 -1.06
C -2.4527 -3.8462 -4.8212 0.00 0.01 0.01 -0.54
C -1.8558 -4.6160 -3.8329 0.01 -0.03 0.00 -0.58
C -1.6499 -4.0626 -2.5763 -0.04 -0.01 0.01 1.30
S -0.9138 -4.9510 -1.2391 -0.06 0.10 0.10 -0.29
H -2.9119 -0.9703 -3.0754 -0.01 -0.01 0.00 0.43
H -3.3327 -1.9535 -5.3293 0.00 0.00 0.00 0.41
H -2.6260 -4.2780 -5.7992 0.00 0.00 0.00 0.38
H -1.5701 -5.6419 -4.0307 0.00 0.00 0.00 0.41
C -3.6557 0.0057 3.6335 0.05 -0.01 0.01 -1.40
As -2.9747 -1.2789 2.3326 0.01 0.00 -0.08 1.47
C -2.8489 -2.7841 3.5769 0.02 -0.03 -0.03 -1.46
C -4.6265 -1.7660 1.4304 -0.02 0.03 0.03 -1.16
S -1.6312 -3.6381 0.2073 -0.05 -0.16 -0.22 -0.05
H -4.5927 -0.3748 4.0416 0.00 0.00 0.01 0.48
H -3.8356 0.9707 3.1677 -0.01 0.02 -0.02 0.32
H -2.9256 0.1140 4.4343 0.01 0.00 0.00 0.41
H -3.8231 -2.9280 4.0457 0.00 0.00 0.01 0.50
H -2.1082 -2.5645 4.3446 0.01 0.01 -0.01 0.39
H -2.5652 -3.6912 3.0463 0.00 -0.01 0.00 0.29
H -5.3825 -2.0262 2.1729 -0.01 0.01 0.00 0.45
H -4.4288 -2.6140 0.7778 0.00 0.00 0.00 0.27
H -4.9736 -0.9269 0.8303 0.01 0.00 0.00 0.29
F -0.1907 7.1654 -3.0436 0.00 0.01 0.00 -0.32
C -0.3637 5.8539 -2.8826 0.01 0.01 0.00 0.60
C -1.2984 5.3814 -1.9796 0.02 -0.02 0.00 0.21
F -2.0328 6.2457 -1.2788 -0.02 0.01 0.01 -0.34
C -1.4643 4.0167 -1.8183 0.00 0.01 -0.02 0.13
F -2.3974 3.6122 -0.9754 -0.08 -0.06 0.12 -0.22
C -0.7134 3.0874 -2.5355 0.06 -0.05 0.05 -0.01
Se -0.8906 1.2172 -2.2811 -0.13 0.07 -0.36 0.38
C 0.1918 3.6032 -3.4607 0.03 0.00 -0.02 -0.01
F 0.9209 2.7885 -4.2279 -0.18 0.12 -0.09 -0.38
C 0.3823 4.9607 -3.6303 0.02 -0.01 -0.03 0.30
F 1.2734 5.4199 -4.5161 -0.01 0.00 0.01 -0.33
C -0.4536 2.0001 4.0049 0.07 -0.04 0.04 -0.92
Si -0.0098 2.6029 2.2905 -0.03 -0.05 -0.01 1.33
C -1.1295 4.0442 1.8794 0.03 0.00 0.01 -1.07
C 1.7495 3.2425 2.2383 0.03 -0.04 0.01 -1.05
O -0.1696 1.3995 1.1987 -0.01 0.26 0.19 -0.30
H -0.1134 2.7044 4.7696 0.00 0.01 0.00 0.50
H 0.0000 1.0245 4.1943 -0.07 0.10 -0.01 0.05
H -1.5362 1.8983 4.0997 -0.01 0.00 0.00 0.18
H -1.0173 4.8113 2.6526 -0.02 -0.01 0.00 0.45
H -2.1809 3.7566 1.8338 -0.02 0.00 -0.05 0.23
H -0.8542 4.5009 0.9259 -0.02 0.00 0.00 0.02
H 1.7979 4.2909 2.5449 -0.01 -0.01 0.00 0.54
H 2.1412 3.1604 1.2213 0.01 0.02 0.00 0.13
H 2.4031 2.6628 2.8908 -0.02 0.02 0.01 0.21
Se -5.3011 2.2005 0.5911 0.01 0.04 0.02 -0.17
C -3.6775 1.4816 0.6125 0.04 0.00 -0.03 -0.64
N -2.6242 0.9872 0.6609 0.09 0.03 -0.18 0.55
```
Positions in Å, forces in eV/Å.


2.
C28H46BrIN4PS2 | ωB97M-V/def2-TZVPD

Summary:
- HOMO level (eV) = -9.64
- M (g mol⁻¹) = 740.6
- charge = +1
- lowest unoccupied orbital energy (eV) = -4.14
- maximum force (eV/A) = 1.3
- calculated total energy (eV) = -144837.243
- SMILES = [H]/N=C(/C)C[C@@]1(C)[N+](CCCCCCCCCCCCn2cccc2)=C(Br)[C@@H](CCCI)[C@]1(N=C=S)[PH2]=S

Structure (XYZ):
```
83
Properties=species:S:1:pos:R:3:forces:R:3:mulliken_charge:R:1
H 2.2220 2.4925 -1.2303 -0.02 -0.02 0.02 0.31
N 1.4561 2.3855 -0.5656 0.02 0.37 0.25 -0.46
C 1.7773 1.7373 0.4721 0.08 0.34 -0.49 -0.11
C 0.7388 1.5593 1.5198 -0.08 0.30 0.26 -0.74
C 3.1771 1.2198 0.7290 -0.47 -0.30 0.03 -1.88
C 3.6622 -0.1296 0.1986 0.81 -0.22 0.56 1.74
C 5.1349 -0.2622 0.7084 -0.48 0.12 -0.14 -1.59
N 2.9779 -1.3975 0.7333 -0.67 0.62 -0.20 0.74
C 2.4249 -1.5531 2.0902 0.12 -0.22 0.09 -1.92
C 0.9904 -2.1137 2.1751 0.44 0.04 -0.02 0.02
C 0.0725 -1.3155 3.0891 -0.39 -0.32 -0.15 -0.31
C -1.0152 -2.1829 3.7230 0.10 0.00 0.04 -1.34
C -2.3596 -2.1343 3.0274 -0.12 -0.36 0.05 -0.77
C -2.3608 -2.5053 1.5588 -0.08 0.48 0.10 0.48
C -3.7235 -2.3278 0.9101 0.11 -0.03 -0.24 -1.25
C -4.2432 -0.8869 0.8914 -0.08 -0.37 -0.15 -0.63
C -4.4205 -0.3254 -0.5041 -0.06 0.32 -0.28 -0.66
C -4.6336 1.1927 -0.5149 0.13 -0.06 0.36 -1.04
C -3.4994 1.9838 -1.1523 -0.26 -0.18 -0.06 0.34
C -3.9089 3.3634 -1.6382 0.50 0.37 -0.03 -0.74
N -3.5982 4.4435 -0.7139 -0.34 -0.18 0.14 0.29
C -4.3880 5.5378 -0.4988 -0.54 -0.62 -0.65 -0.37
C -3.7784 6.3419 0.3988 -0.62 1.06 0.25 -0.69
C -2.5772 5.7377 0.7486 0.84 0.49 0.77 -0.59
C -2.4845 4.5807 0.0584 0.40 -0.81 -0.35 -0.44
C 3.0911 -2.3392 -0.1271 -0.22 0.02 0.10 -0.44
Br 2.6711 -4.0785 0.1979 -0.11 -0.56 0.16 0.10
C 3.7326 -1.9189 -1.3873 -0.24 0.05 -0.50 0.43
C 3.4295 -2.6753 -2.6870 -0.14 -0.01 0.05 -1.12
C 1.9957 -3.0645 -3.0607 0.09 0.06 -0.06 -0.77
C 1.4776 -2.3073 -4.2652 0.06 0.12 -0.09 -1.25
I 2.0417 -3.2516 -6.0830 0.07 -0.06 -0.20 0.05
C 3.5639 -0.3851 -1.3099 0.87 0.51 -0.76 -0.35
N 2.3507 0.1305 -1.9024 -0.36 -0.96 0.30 -0.12
C 1.2182 -0.1483 -1.5701 1.11 -0.11 -0.51 0.22
S -0.2220 -0.5250 -1.1784 -0.98 -0.20 -0.02 -0.19
P 4.9626 0.4209 -2.3273 -0.70 0.27 -0.72 0.18
S 4.5326 0.7262 -4.1739 0.03 -0.14 0.13 -0.29
H 0.3445 2.5401 1.7519 -0.21 0.24 0.08 0.58
H 1.1159 1.1414 2.4425 0.04 -0.21 0.14 0.52
H -0.0813 0.9701 1.1314 -0.16 -0.16 0.02 -0.32
H 3.3567 1.2186 1.7986 0.15 0.09 0.27 0.86
H 3.8622 1.9412 0.3019 0.25 0.18 -0.11 0.61
H 5.5509 0.7116 0.9119 0.10 0.32 0.07 0.43
H 5.1457 -0.8226 1.6322 0.09 -0.12 0.28 0.37
H 5.7995 -0.7389 0.0058 0.12 -0.34 -0.11 0.49
H 3.1100 -2.2210 2.5999 0.16 -0.15 0.23 0.32
H 2.4893 -0.6011 2.5924 0.07 0.35 -0.08 0.68
H 1.0628 -3.1150 2.5752 0.05 -0.34 0.05 0.62
H 0.5797 -2.2213 1.1804 -0.23 0.08 -0.28 0.32
H 0.6595 -0.8407 3.8669 0.14 0.19 0.18 0.82
H -0.4368 -0.5547 2.5133 0.08 0.40 0.01 -0.39
H -1.1691 -1.8634 4.7477 0.03 -0.02 0.26 0.35
H -0.6780 -3.2166 3.7562 0.09 -0.21 0.14 0.45
H -2.8065 -1.1559 3.1597 -0.08 0.29 0.07 0.27
H -2.9990 -2.8444 3.5464 -0.30 -0.02 0.12 0.50
H -2.0370 -3.5343 1.4484 0.22 -0.28 -0.13 0.48
H -1.6651 -1.8605 1.0173 0.26 0.01 -0.10 -0.59
H -4.4288 -3.0020 1.3836 -0.22 -0.11 0.11 0.46
H -3.6276 -2.6487 -0.1227 -0.11 -0.26 -0.24 0.52
H -5.2158 -0.8537 1.3675 -0.13 0.20 0.38 0.24
H -3.5762 -0.2283 1.4352 0.18 0.19 0.29 0.39
H -3.5670 -0.5781 -1.1322 0.26 -0.07 -0.06 0.32
H -5.2763 -0.7959 -0.9735 -0.17 -0.29 -0.14 0.35
H -4.7318 1.5118 0.5186 -0.20 0.23 0.22 0.38
H -5.5699 1.4462 -0.9957 -0.22 0.01 -0.22 0.53
H -3.1168 1.4259 -2.0006 0.07 -0.12 -0.26 0.38
H -2.6814 2.0749 -0.4475 0.29 -0.05 0.09 -0.40
H -3.4130 3.5709 -2.5815 0.11 0.07 -0.23 0.18
H -4.9729 3.4003 -1.8272 -0.29 0.01 -0.04 0.43
H -5.3277 5.6299 -1.0063 -0.19 0.05 -0.09 0.37
H -4.1651 7.2753 0.7559 -0.07 0.18 0.11 0.42
H -1.8471 6.1300 1.4289 0.18 0.01 0.14 0.42
H -1.6877 3.8675 0.0534 0.18 -0.25 -0.11 0.50
H 4.7834 -2.1311 -1.1923 0.34 0.05 0.03 0.53
H 4.0436 -3.5655 -2.6687 0.20 -0.22 -0.02 0.54
H 3.8146 -2.0528 -3.4853 0.31 0.11 -0.24 0.32
H 1.9758 -4.1209 -3.2900 -0.03 -0.32 0.04 0.50
H 1.2951 -2.9446 -2.2502 -0.26 0.24 0.51 0.22
H 1.9029 -1.3175 -4.3383 0.03 0.32 0.08 0.43
H 0.4035 -2.2239 -4.2675 -0.31 -0.09 -0.08 0.52
H 6.0538 -0.4138 -2.0774 0.14 -0.07 0.21 0.11
H 5.2399 1.5858 -1.6059 0.18 0.02 0.34 0.12
```
Positions in Å, forces in eV/Å.